No. 1
{"formula": "C15H61BeN30O16", "method": "ωB97M-V/def2-TZVPD", "de_lowest_kj_mol": 32.72, "spin_multiplicity": 1, "homo_energy_ev": -10.2, "energy_ha": -3469.52505, "gap_ev": 6.050, "total_charge": 1, "fmax_ha_per_bohr": 0.194, "species": ["Be", "O", "H", "C", "O", "N", "N", "H", "H", "H", "H", "C", "O", "N", "N", "H", "H", "H", "H", "C", "O", "N", "N", "H", "H", "H", "H", "C", "O", "N", "N", "H", "H", "H", "H", "C", "O", "N", "N", "H", "H", "H", "H", "C", "O", "N", "N", "H", "H", "H", "H", "C", "O", "N", "N", "H", "H", "H", "H", "C", "O", "N", "N", "H", "H", "H", "H", "C", "O", "N", "N", "H", "H", "H", "H", "C", "O", "N", "N", "H", "H", "H", "H", "C", "O", "N", "N", "H", "H", "H", "H", "C", "O", "N", "N", "H", "H", "H", "H", "C", "O", "N", "N", "H", "H", "H", "H", "C", "O", "N", "N", "H", "H", "H", "H", "C", "O", "N", "N", "H", "H", "H", "H"], "xyz": [[-1.99161, 0.23189, -2.45039], [-0.46025, 0.06172, -0.41070], [0.36417, -0.23458, -0.84322], [-4.63473, -1.90474, -1.06538], [-3.51419, -1.69003, -1.45157], [-5.09588, -3.10215, -0.97782], [-5.46063, -0.92690, -0.75320], [-6.05091, -3.25881, -0.68892], [-4.48887, -3.89495, -0.82580], [-5.12867, 0.02006, -0.63846], [-6.32945, -1.21752, -0.32802], [4.07104, -1.96178, 3.82043], [4.64383, -2.85245, 3.13892], [3.23330, -0.96618, 3.39278], [4.49821, -1.54955, 4.93954], [2.79103, -1.02566, 2.48671], [3.04025, -0.22652, 4.05289], [4.09238, -0.75797, 5.41788], [5.34246, -1.96162, 5.31041], [3.22004, 3.69832, -4.04418], [4.07940, 3.02461, -4.51625], [2.24170, 4.20003, -4.74901], [2.94833, 3.86788, -2.83365], [1.35993, 4.40530, -4.30129], [2.08915, 3.88312, -5.69579], [3.39060, 3.20868, -2.20919], [2.19386, 4.52134, -2.67917], [1.50427, 2.91900, 0.39254], [2.15455, 3.96632, 0.51106], [0.91049, 2.56821, -0.69715], [1.18124, 1.97100, 1.23713], [0.19361, 1.87532, -0.53562], [0.64544, 3.46146, -1.08695], [1.40809, 2.08155, 2.21510], [0.81262, 1.12263, 0.83158], [1.21229, 0.05489, -3.92810], [0.20818, 0.63149, -3.51959], [1.19521, -1.24673, -4.03941], [2.37984, 0.52462, -4.28690], [0.31286, -1.64812, -3.75577], [1.96180, -1.83454, -4.33423], [2.52276, 1.52299, -4.23274], [3.17867, -0.03032, -4.55895], [-2.18061, -0.64335, -6.07771], [-2.13722, -0.69028, -4.87709], [-1.55022, 0.24177, -6.85222], [-3.11445, -1.23293, -6.82268], [-1.99316, 0.53551, -7.71107], [-1.15566, 1.04543, -6.38472], [-3.08899, -1.31014, -7.82940], [-3.62147, -1.96644, -6.34836], [-3.38220, 1.48148, 0.81689], [-3.55883, 1.15047, -0.34910], [-2.24354, 1.35348, 1.48347], [-4.12393, 2.44063, 1.31877], [-1.98973, 2.23974, 1.89604], [-1.67661, 0.92589, 0.76523], [-3.89761, 2.95364, 2.15883], [-5.00487, 2.64108, 0.86726], [2.03825, 1.23994, 5.60288], [2.33323, 0.07646, 5.79572], [1.50595, 1.64354, 4.46664], [2.15337, 2.23102, 6.45508], [1.20971, 0.90262, 3.84746], [1.18547, 2.60024, 4.42068], [2.92953, 2.02557, 7.06783], [1.50762, 2.92523, 6.80319], [-3.84040, -3.79287, 2.58908], [-4.40912, -4.88874, 2.55276], [-2.77417, -3.54966, 3.37414], [-4.28962, -2.77250, 1.99906], [-2.34855, -2.63371, 3.37495], [-2.27694, -4.34961, 3.73876], [-4.09907, -1.78071, 2.01082], [-5.08683, -3.06766, 1.45368], [-2.23797, 3.81702, -1.97982], [-1.72906, 2.73573, -2.07635], [-3.10986, 4.23193, -1.04997], [-1.78227, 4.85094, -2.73918], [-3.54687, 5.13809, -1.13945], [-3.38156, 3.57699, -0.33071], [-2.09426, 5.80408, -2.61966], [-1.07882, 4.49835, -3.37238], [-0.88403, -3.25996, -1.96326], [-1.09025, -2.23484, -2.53120], [-1.43747, -3.39460, -0.78116], [-0.17794, -4.31046, -2.27020], [-2.17382, -2.71695, -0.64448], [-1.02489, -4.08554, -0.17085], [0.09347, -5.02904, -1.61440], [0.21080, -4.35107, -3.20151], [-2.16367, 3.16415, 4.61464], [-2.63268, 3.47956, 3.50187], [-2.34203, 3.80817, 5.64977], [-1.37559, 2.20911, 4.83490], [-1.67795, 3.69142, 6.40174], [-2.82305, 4.69599, 5.62740], [-1.24089, 1.81063, 5.75314], [-1.39581, 1.66135, 3.98657], [-0.14999, -1.31277, 2.85673], [-0.16324, -0.25812, 3.42965], [-0.55173, -1.61962, 1.60108], [0.02807, -2.44592, 3.47566], [-0.68360, -0.88580, 0.91974], [-0.81109, -2.58001, 1.42649], [0.31311, -2.46421, 4.44443], [-0.06469, -3.35557, 3.04669], [5.80255, -1.36031, -1.72112], [4.81494, -1.87478, -2.08642], [6.99804, -1.76707, -2.03293], [5.87227, -0.25116, -0.97736], [7.78858, -1.18046, -1.80703], [7.08444, -2.60579, -2.58896], [4.93111, 0.03507, -0.74849], [6.66735, 0.31347, -0.71444], [2.16273, -3.51915, -0.10532], [1.46824, -4.19560, 0.59736], [1.97957, -2.29304, -0.32843], [3.30910, -3.92074, -0.70872], [1.06780, -1.94555, -0.06761], [2.67766, -1.60096, -0.56037], [3.49978, -4.90624, -0.82068], [3.80933, -3.30360, -1.33243]], "atomic_forces_ev_per_a": [[2.766, -0.991, 1.757], [-0.647, 0.489, -1.894], [-0.742, 0.196, -0.111], [0.088, 2.197, -0.149], [3.607, 1.250, -1.344], [-2.067, -4.440, 0.628], [-2.267, 0.969, 0.766], [0.169, -0.044, -0.045], [0.168, 0.208, -0.403], [0.280, -0.002, -0.126], [0.027, 0.606, -0.051], [1.290, -0.243, -5.454], [-2.049, 0.932, 0.987], [-1.406, -0.563, -2.280], [3.066, 0.168, 6.316], [0.023, 0.015, 0.330], [-0.421, -0.401, -0.608], [0.067, -0.457, 0.117], [-0.333, -0.039, 0.044], [-0.151, -1.210, -2.778], [2.987, -1.880, -1.233], [-3.973, 2.183, -4.504], [0.186, 0.693, 6.473], [0.314, -0.054, -0.127], [0.571, 0.213, 0.028], [-0.390, 0.838, 0.788], [0.529, -0.595, 1.437], [1.865, 2.122, 1.538], [-0.316, -0.768, 0.684], [-1.500, 1.112, -5.318], [0.982, -1.218, 4.695], [-0.580, 0.056, -1.109], [-0.455, -0.516, -1.172], [0.249, -0.547, -0.348], [-0.251, -0.198, 0.806], [0.213, -1.899, -0.024], [-1.667, 2.147, 0.707], [-1.182, -3.290, -0.074], [1.619, 3.446, -0.329], [-0.003, -0.606, 0.095], [-0.194, 0.356, 0.165], [0.380, -0.231, -0.127], [-0.423, 0.045, 0.175], [-1.586, 1.976, -1.637], [0.337, -0.444, 2.925], [2.238, 2.383, -0.613], [-1.903, -2.821, 0.012], [0.072, -0.385, 0.086], [0.341, -0.327, 0.213], [0.297, 0.081, 0.297], [-0.078, -0.001, -0.202], [0.990, 2.877, -0.543], [-0.867, -2.320, -1.876], [0.891, -1.844, -0.287], [-3.520, 1.774, 0.786], [0.565, -0.173, 0.456], [1.662, -0.040, 0.483], [0.163, -0.298, 0.440], [0.116, -0.044, 0.127], [-1.925, -0.674, -1.587], [1.105, -0.695, 0.818], [-0.302, 0.331, -1.695], [2.297, 1.924, 3.898], [-0.773, 0.184, -0.114], [0.031, -0.372, -0.444], [-0.378, 0.332, 0.658], [-0.012, -0.329, -0.723], [1.493, -4.262, 3.765], [0.478, 0.164, -0.606], [1.245, -0.266, 0.596], [-3.747, 4.323, -4.277], [0.168, -0.409, 0.110], [-0.149, 0.339, 0.105], [0.582, -0.459, 0.406], [-0.098, 0.639, 0.027], [-0.331, 3.519, 0.638], [0.527, -3.822, -0.639], [-0.766, -0.566, 0.460], [0.258, -0.741, -0.700], [0.077, -0.364, 0.310], [-0.291, 0.236, -0.045], [0.464, -0.280, -0.339], [-0.143, 0.959, -0.277], [-0.681, -0.703, 3.076], [0.074, 3.478, -4.314], [-0.961, -0.648, 2.528], [2.476, -1.990, -3.071], [0.100, -0.072, 0.863], [-0.728, 0.247, 0.446], [-0.206, 0.274, -0.066], [0.233, -0.109, 0.323], [-1.722, 1.164, -5.335], [-0.145, -0.284, -0.332], [-2.203, 6.357, 7.374], [3.322, -5.606, -1.754], [-0.472, 0.207, 0.037], [0.001, -0.186, -0.008], [-0.027, -0.283, -0.546], [1.049, -1.423, 0.477], [-1.914, -2.258, -1.865], [0.592, 3.025, 0.438], [-0.262, 0.803, -0.188], [1.195, -3.242, 3.489], [-0.208, 0.048, -0.789], [0.336, 0.499, -0.351], [0.058, 0.239, -0.163], [0.461, 0.398, -0.180], [3.349, 2.425, 1.123], [-4.862, -2.092, -1.250], [3.223, -1.743, -1.260], [-2.259, 1.634, 1.217], [0.007, -0.648, -0.233], [0.305, 0.335, 0.106], [0.477, 0.708, 0.382], [-0.280, -0.436, -0.139], [3.793, -3.327, -0.445], [-2.430, -2.186, 1.093], [-2.666, 7.251, -0.622], [0.905, -1.877, -0.550], [0.201, 0.210, 0.387], [0.058, -0.596, -0.332], [-0.030, 0.227, 0.459], [-0.118, 0.029, 0.035]], "lowdin_charge": [1.093, -0.358, -0.020, -0.765, 0.015, 0.197, 0.198, 0.126, 0.134, 0.076, 0.117, -0.701, -0.019, 0.149, 0.154, 0.088, 0.043, 0.081, 0.130, -0.867, 0.059, 0.157, 0.199, 0.089, 0.119, 0.136, 0.117, -0.758, 0.014, 0.146, 0.183, 0.036, 0.100, 0.080, 0.068, -0.721, -0.013, 0.189, 0.215, 0.061, 0.123, 0.073, 0.129, -0.707, 0.039, 0.164, 0.167, 0.111, 0.112, 0.118, 0.120, -0.707, -0.029, 0.210, 0.166, 0.089, 0.049, 0.078, 0.127, -0.736, 0.023, 0.159, 0.164, 0.046, 0.112, 0.117, 0.112, -0.773, 0.018, 0.167, 0.180, 0.076, 0.115, 0.126, 0.097, -0.689, 0.024, 0.201, 0.166, 0.119, 0.069, 0.113, 0.102, -0.761, 0.007, 0.177, 0.209, 0.070, 0.106, 0.120, 0.123, -0.805, -0.006, 0.197, 0.200, 0.131, 0.143, 0.144, 0.093, -0.724, 0.015, 0.164, 0.169, 0.007, 0.071, 0.132, 0.109, -0.784, 0.050, 0.176, 0.172, 0.117, 0.126, 0.105, 0.117, -0.799, 0.035, 0.196, 0.176, 0.069, 0.112, 0.108, 0.046]}

No. 2
{"formula": "C16H14ClN3O2S3", "method": "ωB97M-V/def2-TZVPD", "spin_multiplicity": 1, "homo_energy_ev": -8.7, "energy_ha": -2587.65661, "smiles": "O=C(CCN1C(=O)/C(=C/c2ccccc2Cl)SC1=S)NC1=NCCS1", "gap_ev": 7.506, "fmax_ha_per_bohr": 0.024, "species": ["O", "C", "C", "C", "N", "C", "O", "C", "C", "C", "C", "C", "C", "C", "C", "Cl", "S", "C", "S", "N", "C", "N", "C", "C", "S", "H", "H", "H", "H", "H", "H", "H", "H", "H", "H", "H", "H", "H", "H"], "xyz": [[-2.86269, -2.78804, -0.52042], [-3.03723, -1.72059, -0.01040], [-4.24050, -0.82709, -0.27487], [-3.89942, 0.15329, -1.41097], [-2.68190, 0.88210, -1.12553], [-1.47450, 0.45285, -1.66482], [-1.39146, -0.38168, -2.52946], [-0.35230, 1.14517, -1.01091], [0.90864, 0.71391, -1.21660], [2.14108, 1.12090, -0.59827], [2.23412, 2.22351, 0.26067], [3.42142, 2.56353, 0.87368], [4.56309, 1.81093, 0.64371], [4.50884, 0.72000, -0.20641], [3.31645, 0.37871, -0.82101], [3.31266, -1.00396, -1.86142], [-0.96311, 2.37707, 0.07182], [-2.62946, 1.88150, -0.20819], [-3.91383, 2.52249, 0.56662], [-2.12892, -1.11764, 0.85152], [-0.83557, -1.51681, 1.04399], [-0.26273, -2.49842, 0.52966], [1.11638, -2.64439, 0.84300], [1.56881, -1.57424, 1.87524], [0.16370, -0.45229, 2.10892], [-5.07433, -1.44893, -0.59747], [-4.52762, -0.27266, 0.61944], [-4.71675, 0.86527, -1.54568], [-3.71706, -0.39752, -2.33692], [0.97657, -0.10238, -1.92812], [1.35672, 2.82216, 0.44339], [3.45847, 3.41674, 1.53278], [5.49464, 2.07080, 1.12205], [5.39055, 0.12744, -0.39474], [-2.41245, -0.29291, 1.36322], [1.27708, -3.65212, 1.23441], [1.68515, -2.55117, -0.08693], [2.41800, -0.99104, 1.52295], [1.80945, -2.01448, 2.84210]], "atomic_forces_ev_per_a": [[-0.065, -0.230, -0.210], [-0.539, 0.211, 0.122], [0.101, -0.082, -0.205], [-0.417, -0.237, -0.136], [-0.214, 0.294, -0.025], [0.269, -0.307, -0.543], [-0.044, 0.015, 0.115], [0.901, 0.145, 0.160], [-1.064, -0.124, -0.274], [0.537, 0.112, 0.216], [-0.006, -0.183, -0.141], [0.068, 0.055, 0.065], [-0.112, -0.022, -0.037], [0.031, -0.032, -0.014], [-0.127, 0.294, 0.169], [0.072, -0.116, -0.100], [-0.293, -0.055, -0.005], [0.069, 0.101, 0.002], [0.085, 0.163, 0.141], [-0.247, 0.247, 0.296], [1.093, 0.161, 0.510], [-0.795, -0.480, -0.545], [0.433, 0.077, 0.112], [0.018, 0.093, 0.237], [-0.129, -0.105, -0.030], [0.051, -0.019, 0.060], [-0.014, -0.016, -0.020], [0.134, -0.079, -0.028], [-0.057, 0.108, 0.122], [-0.101, 0.031, 0.008], [0.049, 0.092, 0.052], [0.001, 0.085, 0.059], [0.087, 0.022, 0.037], [0.052, -0.062, -0.035], [-0.101, -0.115, -0.156], [0.115, 0.079, -0.038], [0.050, -0.060, 0.125], [0.035, -0.054, 0.021], [0.077, -0.005, -0.086]], "lowdin_charge": [0.130, -0.458, -0.075, -0.135, -0.111, -0.450, 0.139, -0.414, -0.049, -0.239, -0.039, -0.065, -0.067, -0.106, -0.595, 0.746, 1.021, -1.099, 0.695, 0.110, -0.625, 0.066, -0.248, -0.409, 0.923, 0.128, 0.089, 0.112, 0.136, 0.095, 0.050, 0.109, 0.108, 0.105, 0.118, 0.113, 0.077, 0.049, 0.064]}